C3H6N2O | wB97M-V/def2-TZVPD

Structure (XYZ):
```
12
C3H6N2O wB97M-V/def2-TZVPD
O 2.657 0.015 1.155
N 1.401 1.027 -0.128
N -0.970 -0.603 -1.732
C 0.635 0.101 -0.072
C -1.844 0.196 0.363
C -0.730 -0.122 -0.586
H 1.831 -0.745 0.780
H 3.523 0.006 0.724
H -1.675 -0.296 1.325
H -0.140 -0.707 -2.315
H -1.901 1.272 0.543
H -2.787 -0.145 -0.057
```

Computed properties:
- Total charge: 0
- Structure (SMILES): [H]/N=C(/C)C#N.O
- Energy relative to the best compared isomer or geometry (same formula, charge and spin): 455.1 kJ/mol
- Energy: -302.51976 Eh
- E_HOMO: -9.75 eV